1.
# C6H4O

The molecule C6H4O in a non-equilibrium geometry (ωB97M-V/def2-TZVPD, the Open Molecules 2025 dataset).

The value obtained for the total energy is -306.10147 hartree. The frontier orbital gap comes out at 9.43 eV. As for the SMILES: C#Cc1ccco1. As for the charge: 0. As for the LUMO energy: 0.88 eV. As for the highest occupied orbital energy: -8.556 eV. Its largest force on an atom is 0.1266 Eh/bohr.

Geometry as XYZ:
```
11
Properties=species:S:1:pos:R:3:forces:R:3
C 3.022842 -0.057010 -0.017817 -0.5 0.0 0.0
H -1.942836 -1.946504 -0.391085 -2.2 2.5 0.5
H 4.090290 -0.027449 -0.014739 -0.2 0.0 0.0
C -0.457690 0.913979 0.190425 0.0 0.5 0.1
C -1.882580 -0.810782 -0.170980 4.9 -4.2 -0.8
C -1.823506 0.495654 0.106295 -1.0 -1.5 -0.4
O -0.236112 -1.287517 -0.260616 -2.0 2.0 0.3
H -0.202808 1.932689 0.398114 0.4 0.2 0.0
C 1.818493 -0.095766 -0.022077 0.5 0.0 0.0
H -2.773424 1.017743 0.208217 0.6 0.4 0.1
C 0.387336 -0.135041 -0.025736 -0.5 0.2 0.1
```
Positions in Å, forces in eV/Å.

***

2.
# C6H4O

The molecule C6H4O in a non-equilibrium geometry (ωB97M-V/def2-TZVPD, the Open Molecules 2025 dataset).

The value obtained for the total energy is -306.06477 hartree. The frontier orbital gap comes out at 10.08 eV. As for the SMILES: C#CC(=O)C#CC. As for the charge: 0. As for the LUMO energy: 0.09 eV. As for the highest occupied orbital energy: -9.991 eV. Its largest force on an atom is 0.0294 Eh/bohr.

Geometry as XYZ:
```
11
Properties=species:S:1:pos:R:3:forces:R:3
H -0.873335 -3.875480 0.939901 -0.4 -0.6 -0.5
H 1.507034 2.599636 -1.289944 -0.1 0.1 0.0
C 0.428938 0.042234 0.330550 0.1 0.7 -0.2
C 0.485309 2.281724 -1.076592 0.0 0.2 -0.1
C -1.095323 -2.947480 0.472454 -0.5 -0.2 -0.2
O 0.405028 -1.505788 2.087255 -0.3 0.4 -0.4
C -0.046809 -1.095359 1.042284 0.2 0.5 0.4
H -0.031362 3.076569 -0.531042 0.1 0.0 -0.1
C 0.482887 1.072372 -0.285370 0.1 -0.3 0.1
H -0.046777 2.094978 -2.013043 0.1 0.1 0.0
C -1.215591 -1.743405 0.323545 0.6 -0.9 1.0
```
Positions in Å, forces in eV/Å.

***

3.
# C6H4O

The molecule C6H4O (ωB97M-V/def2-TZVPD, the Open Molecules 2025 dataset).

The value obtained for the total energy is -306.06193 hartree. The frontier orbital gap comes out at 9.59 eV. As for the charge: 0. As for the LUMO energy: -0.99 eV. As for the highest occupied orbital energy: -10.582 eV. Its largest force on an atom is 0.0136 Eh/bohr.

Geometry as XYZ:
```
11
Properties=species:S:1:pos:R:3:forces:R:3
C -0.993666 0.160406 -0.209030 0.5 0.1 0.2
C 2.110504 -1.656609 0.452694 0.2 0.7 0.0
H -2.347657 -1.142245 -1.176463 0.0 0.1 0.1
H -2.685700 0.589012 -1.391162 0.1 -0.1 0.1
C 2.433875 -0.395391 0.577391 -0.1 -0.5 0.0
H -3.035470 -0.195116 0.159147 0.1 0.0 -0.1
H 3.492625 -0.165282 0.710914 -0.1 -0.1 0.0
O 1.795849 1.839684 1.012584 -0.1 -0.5 -0.2
C -2.335519 -0.166794 -0.681530 0.0 0.0 0.0
C 1.461323 0.741125 0.629108 0.0 0.3 0.1
C 0.115142 0.429720 0.184455 -0.5 -0.1 -0.1
```
Positions in Å, forces in eV/Å.

***

4.
# C6H4O

The molecule C6H4O (ωB97M-V/def2-TZVPD, the Open Molecules 2025 dataset).

The value obtained for the total energy is -306.01666 hartree. The frontier orbital gap (spin up / spin down) comes out at 6.68 / 6.68 eV. As for the charge: 0. As for the LUMO energy (spin up / spin down): -1.62 / -1.62 eV. As for the highest occupied orbital energy (spin up / spin down): -8.304 / -8.301 eV. Its largest force on an atom is 0.0172 Eh/bohr.

Geometry as XYZ:
```
11
Properties=species:S:1:pos:R:3:forces:R:3
C -1.439598 -0.679449 -0.238752 0.0 0.1 0.0
C 3.308582 -0.591636 -0.152880 -0.8 0.0 0.3
H -2.259086 -1.302898 -0.576596 0.1 0.1 0.1
C 2.090125 -0.534806 0.164790 0.8 -0.2 0.1
C -0.091195 0.898176 0.508022 0.1 0.0 -0.3
H 0.342098 1.819409 0.875337 -0.1 -0.1 -0.1
H 1.170614 0.275722 -0.921242 -0.2 0.2 -0.2
C -1.431327 0.601876 0.278207 0.1 -0.1 0.0
H -2.288912 1.249340 0.397789 0.1 -0.2 0.1
C 0.706044 -0.186331 0.020843 -0.1 0.1 0.0
O -0.234044 -1.183680 -0.378549 0.0 0.0 -0.1
```
Positions in Å, forces in eV/Å.

***

5.
# C6H4O

The molecule C6H4O (ωB97M-V/def2-TZVPD, the Open Molecules 2025 dataset).

The value obtained for the total energy is -306.03231 hartree. The frontier orbital gap comes out at 8.57 eV. As for the charge: 0. As for the LUMO energy: -1.36 eV. As for the highest occupied orbital energy: -9.929 eV. Its largest force on an atom is 0.0148 Eh/bohr.

Geometry as XYZ:
```
11
Properties=species:S:1:pos:R:3:forces:R:3
C 0.397053 -0.165508 0.016491 0.0 0.0 0.0
C 2.899197 -0.141438 0.846932 -0.6 0.0 -0.1
H -1.785759 1.198260 -0.974024 0.0 -0.1 0.1
H -2.391325 1.254691 0.714987 0.1 0.0 -0.1
C 0.036132 -1.079376 -0.911114 -0.3 -0.4 -0.5
H 3.928820 -0.189534 1.136879 -0.3 0.0 0.0
C 1.740705 -0.095075 0.518045 0.5 -0.1 0.1
C -0.460802 -1.877610 -1.763510 0.4 0.5 0.5
H -2.137817 -0.324601 -0.113744 0.1 0.2 0.1
O -0.443164 0.717594 0.527991 0.3 -0.2 -0.1
C -1.783041 0.702592 0.001069 -0.2 0.0 -0.1
```
Positions in Å, forces in eV/Å.

***

6.
# C6H4O

The molecule C6H4O in a non-equilibrium geometry (ωB97M-V/def2-TZVPD, the Open Molecules 2025 dataset).

The value obtained for the total energy is -306.06215 hartree. The frontier orbital gap comes out at 10.37 eV. As for the SMILES: C#CC(=O)C#CC. As for the charge: 0. As for the LUMO energy: 0.07 eV. As for the highest occupied orbital energy: -10.303 eV. Its largest force on an atom is 0.0434 Eh/bohr.

Geometry as XYZ:
```
11
Properties=species:S:1:pos:R:3:forces:R:3
C -0.570209 0.701732 -1.803440 -0.1 0.1 0.0
C 1.401070 -0.465861 -0.616889 -0.6 0.3 -0.3
H -0.409168 1.684095 -2.252044 -0.1 -0.1 0.1
C -0.848277 -0.443984 2.287133 0.5 0.0 -0.4
H -1.007989 0.790721 -0.781284 -0.2 0.3 -0.7
C 0.657190 0.035392 -1.432988 0.4 -0.2 0.4
C 1.279370 -0.561223 0.823305 -0.5 0.1 0.6
C -0.170952 -0.203402 1.309867 1.6 -1.1 1.2
H -1.201335 -0.755450 3.247050 -0.6 0.3 -0.2
H -1.229031 0.090809 -2.423272 0.1 0.1 0.0
O 2.099331 -0.872829 1.642563 -0.5 0.3 -0.6
```
Positions in Å, forces in eV/Å.

***

Q: Look up the charge of the second one.
A: 0